The following is a quantum chemistry calculation of 11 unconnected molecules or ions with the total composition C39H94BrCl2F4N4O18P4, from the OMol25 dataset.

Summary:
Highest occupied orbital energy, eV: -11.0
DFT total energy, eV: -227883.14293
Total charge: +1
Kohn-Sham gap, eV: 8.0

Element x y z (Å)
C1 -2.5282 0.0517 7.2269
C2 -2.2334 -0.9447 6.1086
C3 -0.8711 -0.6895 5.4601
N1 -0.6841 0.5690 4.7282
C4 -0.4230 0.7775 3.3190
C5 1.0485 0.2263 3.1658
F1 1.6756 0.5444 2.0268
F2 0.8803 -1.1305 3.1201
C6 2.0719 0.3901 4.3800
F3 3.3159 0.4932 3.8496
F4 2.0551 -0.7294 5.1471
C7 -1.3511 -0.0698 2.3278
O1 -2.1275 -0.9616 3.0650
P1 -0.4808 -1.0885 0.9177
P2 -0.8676 -3.1858 1.2899
O2 -2.2920 -3.4872 1.1853
O3 0.0298 -3.9578 0.2184
O4 -0.3101 -3.6042 2.7316
N2 -2.3343 0.7082 1.5886
C8 -3.4752 -0.0591 1.1271
C9 -1.9972 1.9175 0.8803
C10 -3.2815 2.7500 0.5547
C11 -4.4176 2.8357 1.5647
C12 -5.7223 3.1584 0.7914
C13 -5.5214 4.4859 0.0953
O5 -5.3784 5.5349 0.7043
O6 -5.4141 4.4452 -1.2653
C14 -1.4941 1.6962 -0.5833
C15 -0.0871 1.3604 -0.9263
O7 0.9194 1.3745 -0.2897
Br1 0.0110 0.6952 -2.7874
C16 -1.1343 2.8404 1.7875
P3 0.0740 3.9200 0.8186
O8 -0.6274 4.4051 -0.3820
N3 -0.7311 2.3032 3.2005
P4 -2.3752 2.4036 4.2788
N4 -3.3907 1.2414 4.3461
C17 0.3130 3.2457 3.6810
Cl1 1.9657 2.9938 3.2556
C18 0.1495 4.4218 4.3157
C19 1.2768 5.3060 4.7373
Cl2 -1.3615 5.1874 4.6555
H1 -2.9008 0.9780 6.8145
H2 -3.2405 -0.4007 7.9017
H3 -1.6078 0.2027 7.7835
H4 -3.0110 -0.9756 5.3608
H5 -2.1431 -1.9448 6.5203
H6 -0.1814 -0.6827 6.2978
H7 -0.5883 -1.5927 4.9360
H8 -0.2228 1.2375 5.3206
H9 1.8780 1.2254 5.0429
H10 -1.5899 -1.6768 3.4187
H11 -1.2992 -0.9703 -0.2125
H12 0.3191 -4.8087 0.5658
H13 0.6468 -3.7013 2.7730
H14 -3.2540 -1.0833 0.8445
H15 -4.2324 -0.1094 1.9003
H16 -3.9533 0.3958 0.2695
H17 -2.9359 3.7503 0.3165
H18 -3.7091 2.3920 -0.3722
H19 -4.6480 1.9185 2.0808
H20 -4.3486 3.6857 2.2322
H21 -6.5049 3.3271 1.5191
H22 -5.9606 2.3713 0.0865
H23 -6.0210 3.7777 -1.5931
H24 -2.1089 0.8858 -0.9630
H25 -1.7462 2.5081 -1.2524
H26 -1.7822 3.6718 2.0508
H27 0.3660 5.0353 1.6239
H28 1.2834 3.2539 0.6130
H29 -1.8407 2.7207 5.5232
H30 -3.0348 3.5435 3.8245
H31 -4.2830 1.5254 3.9555
H32 1.8234 5.6819 3.8811
H33 1.9620 4.7771 5.3849
H34 0.9051 6.1585 5.2854
C20 3.1002 -4.3217 -2.0862
C21 1.9704 -4.0754 -3.0697
O9 0.7338 -4.5620 -2.5460
H35 3.1861 -5.3876 -1.8722
H36 4.0526 -3.9645 -2.4803
H37 2.9037 -3.8108 -1.1405
H38 2.1553 -4.5995 -4.0055
H39 1.8739 -3.0059 -3.2851
H40 0.5610 -4.0968 -1.7225
C22 -4.4653 -1.2089 -3.4061
C23 -4.7085 -1.0785 -1.9143
O10 -5.3546 0.1584 -1.5749
H41 -3.8579 -0.3740 -3.7579
H42 -3.9481 -2.1413 -3.6317
H43 -5.4013 -1.1920 -3.9680
H44 -3.7613 -1.0857 -1.3752
H45 -5.3131 -1.9114 -1.5459
H46 -6.2003 0.1757 -2.0304
C24 -6.3520 -0.2687 10.9195
C25 -5.1064 -0.3843 10.0618
O11 -5.3867 -0.9917 8.7994
H47 -6.7906 -1.2524 11.0842
H48 -6.1225 0.1794 11.8867
H49 -7.1059 0.3476 10.4244
H50 -4.3640 -1.0138 10.5493
H51 -4.6635 0.6053 9.8983
H52 -6.0347 -0.4433 8.3501
C26 6.5666 3.6933 3.7675
C27 5.4701 4.4414 3.0363
O12 4.7676 5.3299 3.9182
H53 6.1524 3.1258 4.6024
H54 7.0850 3.0057 3.0989
H55 7.2978 4.3920 4.1782
H56 4.7316 3.7433 2.6406
H57 5.8854 5.0119 2.2042
H58 5.4069 5.9591 4.2614
C28 8.1410 4.4634 -1.1209
C29 7.2236 5.5595 -0.6101
O13 7.5350 5.9099 0.7425
H59 8.0635 3.5758 -0.4916
H60 7.8916 4.1878 -2.1464
H61 9.1823 4.7909 -1.0965
H62 6.1866 5.2232 -0.6179
H63 7.2992 6.4483 -1.2407
H64 8.4434 6.2208 0.7596
C30 0.4906 -6.7582 -5.7168
C31 0.2881 -5.9662 -6.9943
O14 1.3024 -6.2770 -7.9510
H65 1.4701 -6.5466 -5.2869
H66 -0.2751 -6.5122 -4.9779
H67 0.4499 -7.8296 -5.9224
H68 0.3483 -4.8959 -6.8005
H69 -0.6933 -6.1808 -7.4305
H70 1.2449 -7.2187 -8.1338
C32 -0.2552 -6.6479 -11.6639
C33 -1.2098 -5.4708 -11.6779
O15 -1.3735 -4.9270 -10.3703
H71 -0.6210 -7.4255 -10.9928
H72 -0.1326 -7.0734 -12.6610
H73 0.7247 -6.3342 -11.2971
H74 -2.1973 -5.7753 -12.0201
H75 -0.8412 -4.6890 -12.3509
H76 -0.5057 -4.6505 -10.0632
C34 4.1126 8.2367 -2.6141
C35 5.3378 8.6639 -3.4019
O16 6.3922 7.7083 -3.2958
H77 4.3686 8.0971 -1.5630
H78 3.3194 8.9817 -2.6863
H79 3.7263 7.2851 -2.9879
H80 5.7316 9.6022 -3.0168
H81 5.0832 8.8077 -4.4565
H82 6.0662 6.8758 -3.6467
C36 -1.8339 -11.6211 -4.9203
C37 -0.6149 -10.9140 -5.4827
O17 -0.9783 -9.8628 -6.3765
H83 -2.4405 -12.0303 -5.7279
H84 -1.5436 -12.4337 -4.2532
H85 -2.4609 -10.9230 -4.3607
H86 -0.0012 -11.6071 -6.0548
H87 -0.0027 -10.5047 -4.6713
H88 -1.5123 -9.2339 -5.8844
C38 4.2387 0.6981 -4.0726
C39 3.7249 -0.5141 -3.3185
O18 3.8316 -0.3273 -1.9079
H89 5.2801 0.8898 -3.8136
H90 4.1662 0.5528 -5.1512
H91 3.6645 1.5887 -3.8038
H92 4.3095 -1.3964 -3.5738
H93 2.6774 -0.7126 -3.5687
H94 3.3032 0.4418 -1.6757